# 1
{"formula": "C45H112F15N11O33S9", "method": "ωB97M-V/def2-TZVPD", "total_charge": 2, "energy_ev": -270696.59380, "homo_lumo_gap_ha": 0.342, "species": ["C", "O", "C", "C", "N", "H", "H", "C", "C", "O", "C", "H", "H", "H", "H", "H", "H", "H", "H", "H", "H", "H", "H", "H", "H", "C", "O", "C", "C", "N", "H", "H", "C", "C", "O", "C", "H", "H", "H", "H", "H", "H", "H", "H", "H", "H", "H", "H", "H", "H", "C", "O", "C", "C", "N", "H", "H", "C", "C", "O", "C", "H", "H", "H", "H", "H", "H", "H", "H", "H", "H", "H", "H", "H", "H", "C", "O", "C", "C", "N", "H", "H", "C", "C", "O", "C", "H", "H", "H", "H", "H", "H", "H", "H", "H", "H", "H", "H", "H", "H", "C", "O", "C", "C", "N", "H", "H", "C", "C", "O", "C", "H", "H", "H", "H", "H", "H", "H", "H", "H", "H", "H", "H", "H", "H", "C", "O", "C", "C", "N", "H", "H", "C", "C", "O", "C", "H", "H", "H", "H", "H", "H", "H", "H", "H", "H", "H", "H", "H", "H", "C", "O", "C", "C", "N", "H", "H", "C", "C", "O", "C", "H", "H", "H", "H", "H", "H", "H", "H", "H", "H", "H", "H", "H", "H", "N", "S", "O", "O", "F", "S", "O", "O", "F", "N", "S", "O", "O", "F", "S", "O", "O", "F", "N", "S", "O", "O", "F", "S", "O", "O", "F", "C", "F", "F", "F", "S", "O", "O", "N", "S", "O", "O", "C", "F", "F", "F", "C", "F", "F", "F", "S", "O", "O", "O"], "coordinates": [[9.928, -1.032, 6.256], [8.760, -1.873, 6.289], [7.733, -1.359, 7.249], [6.476, -2.052, 6.799], [6.446, -1.865, 5.338], [5.816, -1.074, 5.109], [7.353, -1.657, 4.989], [5.802, -3.072, 4.639], [6.002, -2.957, 3.149], [7.322, -2.671, 2.780], [7.534, -2.582, 1.371], [9.704, -0.129, 5.691], [10.756, -1.559, 5.814], [10.292, -0.755, 7.269], [7.640, -0.281, 7.060], [8.082, -1.618, 8.229], [5.660, -1.531, 7.248], [6.496, -3.052, 7.075], [4.752, -2.977, 4.772], [6.258, -3.918, 5.165], [5.345, -2.189, 2.685], [5.654, -3.890, 2.661], [8.569, -2.226, 1.249], [6.871, -1.801, 0.882], [7.252, -3.536, 0.887], [-7.649, -1.930, -2.736], [-6.489, -2.752, -3.018], [-5.513, -2.777, -2.026], [-4.390, -3.327, -2.867], [-3.117, -3.703, -2.097], [-2.804, -2.806, -1.683], [-3.332, -4.209, -1.292], [-2.021, -4.253, -2.813], [-1.628, -3.475, -4.063], [-2.646, -3.691, -5.031], [-2.800, -2.653, -5.990], [-7.307, -0.891, -2.777], [-8.143, -2.260, -1.803], [-8.307, -2.100, -3.562], [-5.864, -3.344, -1.157], [-5.169, -1.768, -1.784], [-4.111, -2.430, -3.446], [-4.629, -4.089, -3.576], [-2.184, -5.330, -3.082], [-1.126, -4.314, -2.165], [-0.677, -3.878, -4.511], [-1.448, -2.432, -3.805], [-3.343, -1.842, -5.485], [-3.405, -3.049, -6.807], [-1.835, -2.351, -6.368], [-2.690, 9.295, 3.545], [-3.056, 7.936, 3.248], [-4.399, 7.741, 2.891], [-4.682, 6.228, 3.015], [-3.509, 5.484, 2.428], [-3.371, 5.739, 1.449], [-2.656, 5.695, 2.917], [-3.714, 3.975, 2.474], [-2.461, 3.304, 2.007], [-1.382, 3.777, 2.783], [-0.304, 2.831, 2.824], [-2.954, 10.114, 2.801], [-1.590, 9.260, 3.556], [-3.119, 9.584, 4.544], [-4.425, 7.967, 1.781], [-5.189, 8.358, 3.379], [-5.617, 5.894, 2.487], [-4.699, 5.953, 4.072], [-4.483, 3.729, 1.795], [-3.857, 3.788, 3.557], [-2.285, 3.498, 0.936], [-2.521, 2.223, 2.087], [0.038, 2.559, 1.857], [-0.551, 1.892, 3.362], [0.472, 3.358, 3.390], [-3.588, 0.402, 6.734], [-3.914, -0.512, 5.741], [-2.798, -0.796, 4.844], [-3.211, -1.962, 4.009], [-4.294, -1.705, 3.033], [-3.958, -0.923, 2.459], [-4.320, -2.425, 2.319], [-5.702, -1.469, 3.568], [-6.069, 0.000, 3.468], [-5.614, 0.602, 2.318], [-6.304, 0.199, 1.068], [-4.413, 0.401, 7.442], [-3.457, 1.433, 6.433], [-2.723, 0.067, 7.269], [-1.930, -1.086, 5.452], [-2.474, 0.023, 4.188], [-3.624, -2.752, 4.720], [-2.355, -2.402, 3.556], [-5.837, -1.819, 4.607], [-6.352, -2.083, 2.855], [-5.562, 0.512, 4.274], [-7.200, 0.097, 3.587], [-7.357, 0.211, 1.086], [-5.908, -0.771, 0.803], [-5.970, 0.896, 0.258], [3.076, 5.057, -0.719], [3.084, 3.667, -0.989], [2.080, 2.965, -0.308], [2.609, 1.590, -0.152], [3.043, 1.123, -1.489], [3.505, 1.909, -1.937], [3.738, 0.376, -1.272], [1.880, 0.716, -2.391], [2.531, 0.184, -3.630], [3.432, 1.122, -4.182], [4.714, 0.696, -4.526], [4.061, 5.409, -1.155], [3.215, 5.184, 0.350], [2.229, 5.605, -1.125], [1.098, 2.986, -0.804], [1.911, 3.296, 0.702], [1.835, 0.943, 0.308], [3.548, 1.595, 0.496], [1.214, 1.583, -2.457], [1.293, -0.085, -1.974], [1.751, -0.044, -4.330], [3.022, -0.762, -3.405], [4.927, -0.370, -4.356], [5.388, 1.373, -3.988], [4.890, 0.801, -5.637], [1.938, -8.351, -1.279], [1.777, -7.293, -0.281], [2.183, -7.704, 1.066], [3.274, -6.717, 1.545], [2.858, -5.389, 1.044], [3.643, -4.731, 0.992], [2.401, -5.454, 0.184], [2.005, -4.653, 2.022], [2.648, -4.252, 3.359], [3.018, -5.373, 4.128], [2.629, -5.447, 5.464], [1.042, -8.956, -1.291], [2.825, -8.945, -1.097], [1.992, -7.877, -2.229], [2.584, -8.773, 1.110], [1.272, -7.697, 1.686], [4.164, -6.990, 1.016], [3.512, -6.822, 2.598], [1.155, -5.281, 2.260], [1.649, -3.778, 1.419], [1.950, -3.641, 3.992], [3.498, -3.577, 3.163], [3.245, -6.158, 6.033], [1.633, -5.924, 5.573], [2.518, -4.438, 5.966], [3.625, 2.930, -8.152], [2.354, 3.511, -8.446], [2.553, 4.599, -9.325], [1.100, 4.836, -9.790], [0.302, 5.124, -8.570], [0.494, 4.405, -7.892], [0.719, 5.961, -8.185], [-1.146, 5.085, -8.846], [-1.904, 4.862, -7.540], [-1.374, 3.704, -7.003], [-2.129, 3.351, -5.811], [4.026, 2.300, -8.911], [3.500, 2.303, -7.229], [4.316, 3.711, -7.928], [3.146, 4.309, -10.178], [2.960, 5.538, -8.829], [0.625, 3.909, -10.105], [0.933, 5.642, -10.522], [-1.362, 4.230, -9.442], [-1.451, 5.996, -9.368], [-2.941, 4.636, -7.630], [-1.734, 5.649, -6.836], [-1.723, 2.382, -5.490], [-3.132, 3.210, -6.113], [-2.137, 4.006, -4.955], [2.613, -1.069, 4.062], [2.884, -0.533, 5.524], [1.846, 0.288, 6.081], [4.263, -0.103, 5.666], [2.797, -1.924, 6.249], [2.674, -0.250, 2.728], [2.096, 1.056, 2.724], [2.341, -1.109, 1.667], [4.239, -0.070, 2.629], [-2.341, -0.998, -1.040], [-2.134, 0.327, -1.995], [-1.928, -0.077, -3.369], [-1.508, 1.502, -1.437], [-3.737, 0.772, -1.930], [-1.911, -0.814, 0.544], [-0.546, -0.384, 0.790], [-2.397, -1.949, 1.254], [-2.948, 0.330, 0.979], [-3.375, -5.672, 0.242], [-4.335, -5.023, 1.401], [-4.790, -3.727, 1.004], [-3.809, -5.208, 2.730], [-5.680, -5.931, 1.277], [-2.269, -6.649, 0.753], [-2.777, -7.902, 1.264], [-1.085, -6.127, 1.358], [-1.850, -6.989, -0.824], [-1.428, 6.118, -2.714], [-0.099, 6.103, -2.695], [-1.895, 6.929, -3.603], [-1.863, 4.845, -2.854], [-2.043, 6.622, -0.947], [-1.426, 5.717, 0.000], [-1.732, 8.016, -0.841], [-3.627, 6.552, -1.147], [-4.504, 5.235, -0.914], [-3.784, 4.018, -1.136], [-5.290, 5.374, 0.289], [-5.839, 5.571, -2.137], [-5.263, 5.739, -3.342], [-6.655, 4.479, -2.202], [-6.548, 6.633, -1.841], [4.903, -3.765, -2.134], [4.172, -4.884, -2.128], [6.141, -3.973, -1.797], [4.980, -3.356, -3.408], [4.055, -2.586, -0.988], [4.361, -3.143, 0.315], [4.670, -1.278, -1.180], [2.639, -2.630, -1.279]]}

# 2
{"formula": "C2H10N2O3", "method": "ωB97M-V/def2-TZVPD", "s2": 0.762, "total_charge": 1, "spin_multiplicity": 2, "energy_ev": -11349.61152, "homo_lumo_gap_ha": [0.406, 0.199], "species": ["N", "C", "C", "N", "O", "H", "H", "H", "H", "H", "H", "H", "H", "O", "H", "H", "O"], "coordinates": [[2.127, -0.722, -0.349], [1.373, 0.533, -0.235], [-0.108, 0.673, -0.420], [-0.805, -0.177, -1.147], [-0.643, 1.732, -0.037], [2.336, -0.857, -1.332], [1.609, -1.485, 0.078], [1.610, 0.941, 0.760], [1.903, 1.177, -0.941], [-0.647, -1.184, -1.167], [-1.657, 0.111, -1.609], [-1.581, -3.764, -1.181], [-2.821, -3.152, -0.774], [-1.888, -3.039, -0.636], [-0.193, 1.650, 1.757], [0.591, 2.587, 2.659], [0.252, 1.682, 2.617]]}